The following is a quantum chemistry calculation of 2 unconnected molecules or ions with the total composition C4H13NO2 at a distorted geometry, from the Open Molecules 2025 dataset.

XYZ file:
```
20
Properties=species:S:1:pos:R:3:forces:R:3
C 1.049 -2.525 -0.222 -2.12 3.08 1.52
N 0.729 -1.148 -0.691 1.50 3.23 0.77
C -0.602 -0.698 -0.214 -0.64 -0.48 2.52
C -1.288 0.486 -0.892 -0.39 0.95 -2.19
C -1.080 1.829 -0.187 2.66 -1.04 2.20
O 0.469 2.032 -0.244 -1.88 0.27 -0.47
H 1.959 -2.677 0.267 1.36 0.19 0.91
H 0.947 -3.219 -0.949 0.05 -1.99 -3.01
H 0.195 -2.749 0.406 0.32 -0.51 0.96
H 1.425 -0.354 -0.466 -1.00 -2.26 -0.37
H -0.862 -0.580 1.006 1.46 -0.20 -2.72
H -1.043 -1.632 -0.419 -2.09 -0.60 -0.42
H -2.366 0.386 -1.150 0.27 -0.45 1.19
H -0.975 0.540 -1.951 0.69 0.20 0.40
H -1.442 2.817 -0.532 -0.56 -1.12 -0.05
H -1.286 1.570 0.942 0.12 1.18 -2.00
H 0.637 2.942 0.031 -0.05 0.07 -0.14
O 0.917 1.028 2.002 -0.65 0.77 -0.07
H 1.686 0.505 2.182 0.61 -0.23 -0.17
H 0.931 1.448 1.081 0.33 -1.05 1.16
```
Positions in Å, forces in eV/Å.

2S+1 = 1
Frontier orbital gap = 9.31 eV
SMILES = CNCCCO.O
Electronic energy = -9941.37987 eV
Relative energy (zero: lowest compared OMol25 entry of this formula, charge and spin) = 64.96 kcal/mol

Atom charges from the Löwdin analysis, given in e for atoms 1 to 2:
1. C -0.10
2. N -0.11